{"formula": "C4H9NO", "method": "ωB97M-V/def2-TZVPD", "orbital_gap_ev": 9.62, "homo_energy_ha": -0.31539, "total_energy_ha": -287.76754, "relative_energy_ev": 1.766, "smiles": "CCNCC=O", "lumo_energy_ev": 1.036, "symbols": ["C", "C", "N", "C", "C", "O", "H", "H", "H", "H", "H", "H", "H", "H", "H"], "positions_angstrom": [[1.7007, 1.2121, 0.8727], [0.2457, 0.8452, 0.5432], [0.1553, -0.0033, -0.6109], [-1.0763, -0.6166, -0.9817], [-1.4271, -1.9097, -0.2707], [-2.2998, -2.6457, -0.6430], [2.1327, 1.5899, -0.0640], [2.2476, 0.3138, 1.0904], [1.6681, 2.0502, 1.5590], [-0.2912, 1.7869, 0.3843], [-0.1627, 0.3424, 1.4079], [0.9944, -0.1714, -1.1310], [-1.8900, 0.0898, -0.7530], [-1.1607, -0.7591, -2.0489], [-0.8365, -2.1244, 0.6457]], "lowdin_charge": [-0.089, -0.306, -0.104, -0.200, -0.253, 0.046, 0.072, 0.066, 0.072, 0.109, 0.101, 0.111, 0.131, 0.122, 0.121]}